# 1
Entry from the OMol25 dataset: a structure of composition C50H55FN5O4PS2Ta at a distorted geometry (ωB97M-V with the def2-TZVPD basis set).

Structure (ORCA input):
```
! wB97M-V def2-TZVPD RIJCOSX def2/J DEFGRID3
* xyz 1 1
Ta -0.114 -0.116 -0.331
O 3.999 -4.489 -0.607
C 4.246 -3.697 0.438
O 5.121 -3.921 1.222
C 3.377 -2.493 0.623
C 3.627 -1.533 1.609
N 2.671 -0.618 1.543
N 1.804 -0.885 0.561
C 2.234 -2.033 -0.005
C 1.396 -2.542 -1.116
O 1.635 -3.486 -1.812
O 0.289 -1.766 -1.251
H 3.225 -4.195 -1.126
H 4.442 -1.463 2.311
H 2.698 0.337 1.956
C -2.217 0.888 4.154
C -1.028 0.703 3.204
C 0.032 1.776 3.462
C -0.483 -0.709 3.353
C 0.100 -1.077 4.562
C 0.511 -2.376 4.794
C 0.338 -3.343 3.819
C -0.228 -3.038 2.585
C -0.381 -4.168 1.574
C 0.894 -5.012 1.444
C -1.540 -5.096 1.963
C -0.620 -1.705 2.381
N -1.209 -1.329 1.095
C -2.253 -1.978 0.701
C -2.954 -1.831 -0.550
C -3.874 -2.844 -0.871
C -4.665 -2.747 -1.991
C -4.587 -1.595 -2.775
C -3.720 -0.569 -2.456
C -2.863 -0.687 -1.364
N -1.907 0.305 -1.067
C -2.248 1.672 -1.403
C -3.407 2.233 -0.856
C -3.752 3.521 -1.251
C -2.945 4.258 -2.101
C -1.744 3.726 -2.532
C -1.373 2.430 -2.188
C -0.035 2.007 -2.710
C 2.179 1.012 -1.958
C -0.791 -0.138 -4.046
C -4.233 1.563 0.229
C -5.683 1.327 -0.190
C -4.171 2.407 1.508
H -2.665 1.871 4.013
H -1.893 0.815 5.193
H -2.989 0.132 3.992
H -1.415 0.833 2.188
H 0.426 1.694 4.476
H -0.405 2.770 3.361
H 0.874 1.736 2.769
H 0.212 -0.334 5.340
H 0.955 -2.641 5.744
H 0.653 -4.359 4.016
H -0.602 -3.747 0.588
H 0.956 -5.750 2.244
H 1.794 -4.404 1.498
H 0.896 -5.558 0.500
H -1.340 -5.554 2.932
H -1.649 -5.897 1.230
H -2.498 -4.580 2.046
H -2.678 -2.696 1.398
H -3.943 -3.709 -0.224
H -5.349 -3.542 -2.250
H -5.223 -1.493 -3.644
H -3.686 0.327 -3.061
H -4.654 3.968 -0.856
H -3.226 5.261 -2.387
H -1.072 4.324 -3.135
H 0.610 2.863 -2.876
H 2.663 0.043 -2.083
H 2.373 1.401 -0.952
H 2.614 1.717 -2.659
H -1.305 -0.612 -3.222
H -0.317 -0.926 -4.632
H -1.529 0.355 -4.681
H -3.781 0.599 0.472
H -6.187 2.273 -0.392
H -6.229 0.827 0.610
H -5.756 0.712 -1.087
H -4.685 3.360 1.377
H -3.140 2.621 1.795
H -4.654 1.878 2.330
F 0.178 1.515 0.476
C 1.292 1.080 -4.693
C 0.252 0.859 -3.619
N 0.721 0.842 -2.187
H 1.926 1.947 -4.527
H 0.759 1.238 -5.631
H 1.923 0.198 -4.815
S 5.873 4.177 1.799
P 4.023 3.999 1.251
S 3.261 2.115 1.090
C 3.684 4.782 -0.370
C 4.605 5.667 -0.912
C 4.356 6.280 -2.136
C 3.184 6.016 -2.824
C 2.250 5.140 -2.280
C 2.499 4.527 -1.062
C 2.897 4.893 2.375
C 2.637 4.339 3.628
C 1.814 4.991 4.529
C 1.235 6.210 4.190
C 1.492 6.769 2.949
C 2.320 6.114 2.044
H 5.524 5.856 -0.371
H 5.083 6.967 -2.550
H 2.993 6.495 -3.775
H 1.323 4.953 -2.812
H 1.769 3.860 -0.615
H 3.098 3.394 3.893
H 1.626 4.556 5.503
H 0.598 6.725 4.897
H 1.051 7.721 2.682
H 2.518 6.565 1.081
*
```

## Properties
Energy above the lowest of the compared OMol25 structures with the same formula, charge and spin: 0.000 eV
HOMO energy: -9.0 eV
Kohn-Sham gap: 0.1534 Eh
Max |F|: 0.0237 hartree/bohr

Atomic partial charges in e from the Löwdin method, atoms 1 to 99: 1.97, 0.15, -0.49, 0.15, -0.03, 0.07, 0.02, -0.04, -0.15, -0.46, 0.17, -0.18, 0.08, 0.17, -0.01, -0.05, -0.38, -0.06, -0.14, -0.02, -0.03, -0.02, -0.13, -0.36, -0.04, -0.05, -0.16, -0.04, -0.05, -0.14, 0.00, -0.04, -0.02, -0.02, -0.25, -0.10, -0.17, -0.13, -0.01, -0.03, -0.01, -0.10, -0.13, -0.07, 0.00, -0.36, -0.04, -0.05, 0.07, 0.09, 0.09, 0.08, 0.08, 0.09, 0.02, 0.12, 0.12, 0.12, 0.11, 0.09, 0.07, 0.10, 0.09, 0.09, 0.07, 0.14, 0.12, 0.12, 0.12, 0.13, 0.12, 0.12, 0.12, 0.13, 0.10, -0.04, 0.09, 0.04, 0.10, 0.11, 0.11, 0.08, 0.09, 0.07, 0.09, 0.08, 0.09, -0.31, 0.00, -0.40, -0.17, 0.08, 0.10, 0.10, 0.20, 0.01, 0.31, -0.39, -0.09


# 2
Entry from the OMol25 dataset: the molecule C18H22N8O3 at a distorted geometry (ωB97M-V with the def2-TZVPD basis set).

Structure (ORCA input):
```
! wB97M-V def2-TZVPD RIJCOSX def2/J DEFGRID3
* xyz 0 1
C 1.092 -0.363 -0.999
C -0.259 -0.351 -0.284
C -0.023 -0.270 1.240
O 0.932 -1.167 1.742
C -1.057 0.913 -0.623
N -1.729 1.021 -1.918
C -1.666 0.264 -3.028
O -0.943 -0.714 -3.185
C -2.648 0.648 -4.088
C -2.898 -0.238 -5.092
N -3.821 0.120 -6.019
C -4.336 -0.487 -7.121
N -5.214 0.297 -7.688
N -5.313 1.449 -6.976
C -4.473 1.340 -5.961
C -4.151 2.193 -4.890
N -3.278 1.854 -3.980
N -1.100 -1.481 -0.695
C -1.034 -2.794 -0.430
O -0.219 -3.338 0.314
C -2.091 -3.615 -1.153
C -2.220 -3.277 -2.604
C -3.242 -2.714 -3.328
N -2.911 -2.592 -4.638
C -1.699 -3.087 -4.730
N -1.224 -3.508 -3.528
C 0.054 -4.101 -3.255
C 1.207 -3.862 -4.188
C 1.180 -3.195 -2.845
H 1.738 0.429 -0.614
H 1.606 -1.309 -0.829
H 0.991 -0.220 -2.073
H 0.274 0.741 1.521
H -0.982 -0.460 1.746
H 0.706 -2.048 1.384
H -1.852 1.022 0.121
H -0.406 1.780 -0.495
H -2.356 1.810 -2.024
H -2.431 -1.209 -5.175
H -4.046 -1.473 -7.440
H -4.634 3.155 -4.793
H -1.659 -1.272 -1.510
H -1.864 -4.669 -0.998
H -3.043 -3.430 -0.651
H -4.201 -2.394 -2.944
H -1.103 -3.176 -5.624
H -0.028 -5.063 -2.768
H 1.898 -4.676 -4.355
H 1.071 -3.247 -5.066
H 0.974 -2.134 -2.795
H 1.841 -3.532 -2.058
*
```

## Properties
Energy above the lowest of the compared OMol25 structures with the same formula, charge and spin: 1.651 eV
HOMO energy: -8.9 eV
SMILES: C[C@@](CO)(CNC(=O)c1cn2cnnc2cn1)NC(=O)Cc1cncn1C1CC1
Kohn-Sham gap: 0.3289 Eh
Max |F|: 0.0573 hartree/bohr

The Löwdin scheme yields these atomic charges, measured in e: -0.01, -0.42, -0.22, -0.05, -0.09, 0.11, -0.41, 0.02, -0.16, 0.03, 0.05, -0.12, 0.03, 0.06, -0.27, -0.04, 0.11, 0.15, -0.45, 0.05, -0.02, -0.21, -0.09, 0.00, -0.14, 0.02, -0.22, -0.07, -0.08, 0.10, 0.08, 0.07, 0.13, 0.13, 0.06, 0.13, 0.13, 0.13, 0.06, 0.13, 0.12, 0.10, 0.13, 0.14, 0.12, 0.14, 0.15, 0.10, 0.10, 0.07, 0.11


> Which of these has the lowest max |F|?

C50H55FN5O4PS2Ta


> Which formula does entry 2 have?

C18H22N8O3